[1]
117
Properties=species:S:1:pos:R:3 method="wB97M-V/def2-TZVPD" spin_multiplicity=1 de_lowest_kcal_mol=10.7 lumo_ev=-7.1 total_charge=+3
Sc -0.98 0.50 -0.92
N -0.13 3.75 0.74
C -1.40 3.34 0.93
N -1.93 2.27 0.37
C -3.28 2.17 0.71
C -3.72 3.10 1.59
S -2.46 4.19 2.00
C -4.10 1.17 0.04
C -5.41 0.93 0.27
S -6.02 -0.19 -0.88
C -4.44 -0.30 -1.58
N -3.53 0.45 -1.00
N -4.18 -1.07 -2.68
H 0.33 3.44 -0.11
H 0.13 4.66 1.09
H -4.71 3.23 1.98
H -6.06 1.36 1.01
H -4.86 -1.78 -2.91
H -3.21 -1.36 -2.73
C -3.38 -4.58 0.69
N -2.83 -3.26 1.04
C -3.08 -2.76 2.39
C -2.13 -2.52 0.16
N -1.82 -1.27 0.35
N -1.73 -3.20 -0.98
C -1.26 -2.70 -2.17
N -0.81 -3.66 -3.01
N -1.31 -1.44 -2.46
H -2.62 -5.37 0.75
H -3.82 -4.57 -0.30
H -4.17 -4.82 1.39
H -3.31 -3.60 3.03
H -3.92 -2.06 2.42
H -2.19 -2.28 2.79
H -2.21 -0.94 1.22
H -1.73 -4.20 -0.89
H -0.76 -4.63 -2.76
H -0.48 -3.42 -3.93
H -0.93 -1.26 -3.38
C 3.93 1.35 -3.38
N 2.88 0.35 -3.60
C 3.07 -0.60 -4.70
C 1.83 0.29 -2.84
N 0.90 0.24 -2.16
H 4.05 1.96 -4.27
H 4.87 0.85 -3.16
H 3.66 1.98 -2.53
H 3.21 -0.05 -5.63
H 2.20 -1.25 -4.79
H 3.95 -1.21 -4.52
C -3.02 4.33 -5.34
N -2.40 3.54 -4.28
C -1.26 3.98 -3.51
C -1.03 2.77 -2.65
O -0.18 2.63 -1.75
N -1.89 1.80 -2.95
C -2.70 2.29 -3.93
N -3.68 1.59 -4.48
H -2.82 5.38 -5.15
H -4.10 4.19 -5.35
H -2.61 4.07 -6.32
H -1.48 4.87 -2.92
H -0.39 4.20 -4.14
H -3.93 0.69 -4.08
H -4.26 1.99 -5.19
C 4.92 2.16 2.07
C 3.65 2.94 2.43
C 2.43 2.00 2.52
C 2.60 0.76 1.63
C 3.33 1.17 0.34
C 4.78 1.55 0.66
P 1.02 -0.14 1.26
C 0.17 -0.38 2.91
C -0.77 0.78 3.26
C -1.73 0.41 4.41
C -1.07 -0.54 5.42
C 0.44 -0.33 5.45
C 1.07 -0.74 4.11
C 1.56 -1.92 0.95
C 2.74 -2.46 1.79
C 4.01 -2.61 0.96
C 3.83 -3.63 -0.17
C 2.39 -3.62 -0.70
C 1.78 -2.22 -0.54
H 5.08 1.37 2.81
H 5.79 2.81 2.11
H 3.49 3.72 1.68
H 3.79 3.45 3.38
H 1.54 2.55 2.22
H 2.29 1.69 3.56
H 3.24 0.05 2.15
H 2.80 2.03 -0.10
H 3.31 0.37 -0.40
H 5.14 2.26 -0.09
H 5.42 0.67 0.59
H -0.47 -1.24 2.71
H -1.35 1.05 2.38
H -0.18 1.66 3.54
H -2.64 -0.04 4.01
H -2.03 1.33 4.91
H -1.28 -1.58 5.17
H -1.49 -0.36 6.41
H 0.89 -0.91 6.25
H 0.65 0.72 5.66
H 1.22 -1.82 4.12
H 2.05 -0.28 4.03
H 0.66 -2.47 1.25
H 2.47 -3.45 2.17
H 2.94 -1.85 2.66
H 4.83 -2.92 1.61
H 4.30 -1.63 0.55
H 4.07 -4.63 0.19
H 4.53 -3.40 -0.98
H 1.78 -4.34 -0.15
H 2.38 -3.92 -1.75
H 0.83 -2.14 -1.07
H 2.46 -1.50 -0.99

---

[2]
116
Properties=species:S:1:pos:R:3 method="wB97M-V/def2-TZVPD" spin_multiplicity=1 lumo_ev=1.9 total_charge=-1
C 0.14 1.72 2.86
C 0.80 2.96 2.21
C 0.33 3.10 0.77
N 0.80 1.96 -0.01
N 1.38 2.33 -1.24
C 2.76 2.79 -1.13
C 1.23 1.29 -2.25
C -0.23 0.95 -2.56
C -0.95 0.06 -1.54
C -1.32 -1.32 -2.09
C -2.21 -1.26 -3.33
N -1.52 -1.71 -4.56
O 1.89 1.77 -3.42
C 1.26 2.84 -4.10
C 0.60 2.34 -5.39
N 1.48 1.33 -5.94
C 1.38 1.10 -7.38
C 2.05 -0.24 -7.69
C 2.95 -0.64 -6.54
O 2.86 -0.12 -8.87
C 1.98 -0.07 -1.89
O 2.65 -0.61 -2.81
O 1.85 -0.49 -0.70
H -0.46 1.19 2.13
H -0.47 2.01 3.71
H 0.89 1.04 3.27
H 0.54 3.82 2.83
H 1.88 2.88 2.22
H 0.61 4.06 0.34
H -0.76 3.09 0.82
H 1.51 1.47 0.53
H 2.93 3.24 -0.16
H 2.94 3.58 -1.86
H 3.50 2.00 -1.31
H -0.24 0.45 -3.52
H -0.82 1.85 -2.68
H -1.91 0.53 -1.28
H -0.42 -0.05 -0.60
H -0.42 -1.91 -2.24
H -1.89 -1.81 -1.30
H -3.07 -1.90 -3.16
H -2.61 -0.26 -3.48
H -1.47 -0.97 -5.25
H -2.02 -2.48 -4.98
H 0.58 3.43 -3.49
H 2.06 3.52 -4.41
H -0.37 1.92 -5.11
H 0.39 3.17 -6.08
H 2.41 1.68 -5.77
H 1.94 1.87 -7.93
H 0.35 1.18 -7.73
H 1.30 -1.01 -7.85
H 3.78 0.05 -6.45
H 2.40 -0.74 -5.61
H 3.38 -1.62 -6.74
H 3.68 -0.59 -8.71
O -3.44 1.23 3.66
C -3.80 1.89 2.73
O -2.94 2.47 1.86
C -3.66 3.28 0.92
C -5.08 2.74 0.93
C -5.23 2.25 2.37
H -3.61 4.32 1.26
H -3.19 3.21 -0.05
H -5.83 3.48 0.63
H -5.16 1.90 0.24
H -5.57 3.04 3.04
H -5.88 1.39 2.45
O -0.04 6.61 2.62
C -0.18 6.41 3.79
O -0.77 5.30 4.29
C -0.88 5.41 5.72
C 0.18 6.42 6.13
C 0.22 7.34 4.92
H -1.89 5.74 5.96
H -0.72 4.43 6.16
H -0.05 6.92 7.07
H 1.14 5.92 6.25
H -0.51 8.15 4.99
H 1.21 7.75 4.75
O 1.24 -3.59 -6.02
C 1.71 -3.60 -4.92
O 3.02 -3.86 -4.69
C 3.28 -3.88 -3.27
C 2.15 -3.06 -2.66
C 0.99 -3.35 -3.61
H 3.27 -4.92 -2.94
H 4.26 -3.45 -3.09
H 1.95 -3.33 -1.62
H 2.40 -2.00 -2.69
H 0.44 -4.25 -3.34
H 0.32 -2.50 -3.70
O 1.72 -1.92 6.92
C 1.33 -2.15 5.81
O 1.89 -1.62 4.71
C 1.13 -1.99 3.53
C 0.38 -3.25 3.93
C 0.14 -3.02 5.42
H 0.46 -1.17 3.28
H 1.81 -2.15 2.70
H -0.53 -3.41 3.35
H 1.02 -4.12 3.80
H -0.77 -2.45 5.61
H 0.14 -3.94 5.99
O 0.19 -6.32 3.94
C -0.62 -6.79 4.67
O -0.76 -6.41 5.96
C -1.75 -7.22 6.62
C -2.62 -7.78 5.50
C -1.61 -7.90 4.36
H -1.23 -8.00 7.18
H -2.31 -6.60 7.32
H -3.11 -8.71 5.77
H -3.39 -7.06 5.24
H -1.09 -8.85 4.37
H -2.07 -7.74 3.38